# 1
C4H11BrSi2 | ωB97M-V/def2-TZVPD

As for the energy above the lowest of the compared OMol25 structures with the same formula, charge and spin: 18.15 kcal per mole. The structure (SMILES) is C=[Si](C)C[Si@@H](C)Br.

```
! wB97M-V def2-TZVPD RIJCOSX def2/J DEFGRID3
* xyz 0 1
C -0.30801 -1.05128 1.71617
Si -0.78295 -0.96200 0.03289
C -2.24474 -1.88843 -0.73674
C 0.00630 0.22848 -1.23038
Si 1.61060 1.01331 -0.61725
C 1.25343 2.15606 0.84433
Br 3.03583 -0.59450 -0.00474
H 0.54131 -0.55055 2.13956
H -0.79592 -1.73231 2.38970
H -3.12191 -1.76096 -0.10944
H -2.49511 -1.54816 -1.74067
H -2.04357 -2.95487 -0.79002
H -0.69070 1.04396 -1.43538
H 0.17611 -0.27855 -2.18217
H 2.33944 1.68566 -1.69637
H 0.35555 1.84166 1.36942
H 2.06924 2.18242 1.56041
H 1.09510 3.17003 0.49068
*
```



# 2
C5H8N2 | ωB97M-V/def2-TZVPD

As for the energy above the lowest of the compared OMol25 structures with the same formula, charge and spin: 106.44 kcal per mole.

```
! wB97M-V def2-TZVPD RIJCOSX def2/J DEFGRID3
* xyz 0 1
C -1.91753 -0.88499 0.15568
C -0.84523 0.06232 -0.32176
C -0.81614 1.47215 0.12610
N 0.31826 0.21379 0.56129
C 1.63567 0.37518 -0.03726
C 2.38705 -0.89718 -0.04314
N 2.97042 -1.89210 -0.06307
H -2.19514 -0.65583 1.18746
H -1.57954 -1.92335 0.09832
H -2.81106 -0.77483 -0.46718
H -0.50520 -0.14652 -1.33757
H -0.24142 2.08563 -0.58514
H -0.04609 1.00339 1.25150
H 1.57091 0.74243 -1.06982
H 2.20936 1.11224 0.53274
*
```



| no. | electronic energy (Ha) | lowest unoccupied orbital energy (Ha) |
| --- | --- | --- |
| 1 | -3312.025299 | 0.022 |
| 2 | -304.665866 | 0.027 |